# 1
Computed, not measured: C7H8O2 in the gas phase, with ωB97M-V/def2-TZVPD.

XYZ file:
```
17
Properties=species:S:1:pos:R:3:forces:R:3
C 0.488 1.181 0.198 -1.56 -0.27 1.08
C 0.362 -1.021 1.254 -0.67 0.12 -1.22
C -2.133 0.991 -0.757 -4.03 1.46 -0.13
C 0.698 -1.102 -0.182 0.22 -0.76 -1.11
C -1.790 0.095 0.141 0.67 -1.37 -0.13
C 2.041 -0.336 -0.728 -3.06 -1.55 3.34
C -0.359 -0.093 0.345 3.22 1.48 -0.54
O 0.222 2.277 0.570 -0.88 1.11 0.36
O 1.670 0.982 -0.309 3.00 0.05 -2.19
H -0.281 -1.693 1.729 -0.55 -1.36 0.63
H 1.102 -0.582 1.809 1.61 0.78 1.82
H -3.248 1.085 -0.977 1.43 -0.13 0.28
H -1.616 1.894 -1.083 0.64 -0.90 -0.21
H 0.348 -1.912 -0.819 0.09 -0.08 0.37
H -2.471 -0.577 0.704 0.27 0.47 -0.86
H 2.990 -0.532 -0.124 -1.25 -0.29 -1.32
H 1.978 -0.657 -1.771 0.86 1.25 -0.17
```
Forces are in eV/Å.

energy above the lowest of the compared OMol25 structures with the same formula, charge and spin: 2.7083 eV
SMILES: C=C[C@@]12C[C@@H]1COC2=O
LUMO energy: 0.91 eV
charge: 0
highest occupied orbital energy: -0.34274 hartree

---

# 2
Computed, not measured: 11 unconnected molecules or ions with the total composition C6H29F6N2O9P, with ωB97M-V/def2-TZVPD.

XYZ file:
```
53
Properties=species:S:1:pos:R:3:forces:R:3
C 3.468 -20.389 -13.731 -0.59 0.11 -1.37
C 2.265 -20.348 -14.741 1.38 0.48 -0.19
N 1.642 -18.998 -14.818 -3.02 -0.32 1.11
C 2.319 -17.858 -15.144 -0.56 1.08 0.46
C 1.476 -16.771 -14.935 -0.45 -1.60 -0.29
N 0.256 -17.313 -14.556 0.67 -1.51 -0.09
C 0.330 -18.672 -14.483 2.92 1.78 -0.79
C -1.017 -16.660 -14.325 -0.94 -0.13 0.42
H 4.292 -19.751 -14.054 -0.18 0.25 0.00
H 3.878 -21.395 -13.816 -0.17 -0.08 0.54
H 3.162 -20.096 -12.727 0.03 -0.34 -0.04
H 1.598 -21.184 -14.527 -0.60 0.69 0.14
H 2.583 -20.482 -15.775 0.43 -0.43 0.13
H 3.340 -17.914 -15.491 -0.10 0.18 0.18
H 1.547 -15.702 -15.069 0.34 -0.20 -0.03
H -0.523 -19.298 -14.265 0.40 -0.21 0.10
H -1.609 -16.612 -15.239 0.22 0.17 -0.04
H -0.965 -15.684 -13.844 0.44 -0.10 -0.21
H -1.533 -17.328 -13.635 -0.26 0.28 0.01
P -5.644 -9.197 -11.351 2.11 -1.27 -0.04
F -4.428 -8.613 -10.425 1.19 0.93 -1.35
F -6.100 -7.648 -11.810 0.17 -2.37 0.43
F -4.639 -9.374 -12.665 -1.20 1.65 -0.12
F -6.906 -9.995 -12.014 -0.09 1.81 -0.81
F -5.093 -10.691 -11.055 0.52 -1.32 1.11
F -6.359 -9.215 -9.951 -2.62 0.50 0.75
O -0.583 -6.497 -5.584 0.05 0.23 0.11
H -1.356 -7.052 -5.692 -0.24 -0.12 -0.05
H 0.156 -7.077 -5.765 0.19 -0.12 -0.06
O 0.615 -10.539 -11.270 0.27 -0.31 -0.07
H -0.263 -10.679 -10.915 -0.29 0.02 0.09
H 0.640 -9.607 -11.488 -0.03 0.33 -0.04
O -11.050 -6.712 -12.712 -0.21 0.16 0.11
H -10.175 -7.092 -12.635 0.32 -0.08 0.09
H -11.438 -7.155 -13.468 -0.08 -0.08 -0.18
O -3.497 -11.592 -5.862 0.27 -0.03 0.13
H -3.969 -11.194 -6.594 -0.12 0.17 -0.29
H -4.151 -12.133 -5.420 -0.15 -0.12 0.12
O -8.317 -7.492 -17.124 -0.20 0.10 0.00
H -7.964 -8.328 -16.820 0.08 -0.21 0.19
H -7.771 -7.259 -17.874 0.11 0.11 -0.18
O -8.576 -14.543 -9.501 -0.05 -0.28 0.18
H -7.737 -14.174 -9.775 0.23 0.21 -0.04
H -9.177 -14.329 -10.215 -0.16 0.11 -0.14
O -3.910 -4.785 -15.470 0.18 0.24 -0.08
H -3.874 -5.434 -16.173 0.00 -0.15 -0.14
H -4.482 -5.178 -14.810 -0.19 -0.11 0.26
O -7.695 -4.531 -7.224 -0.08 0.25 -0.02
H -7.825 -4.795 -6.313 -0.05 -0.05 0.21
H -7.222 -5.263 -7.620 0.13 -0.21 -0.21
O -0.203 -6.303 -11.627 0.34 -0.11 0.07
H -1.067 -6.317 -11.216 -0.30 -0.04 0.15
H -0.378 -6.113 -12.548 -0.07 0.06 -0.23
```
Forces are in eV/Å.

LUMO energy: -2.01 eV
charge: 0
highest occupied orbital energy: -0.36215 hartree

---

# 3
Computed, not measured: 3 unconnected molecules or ions with the total composition C5H18N4, with ωB97M-V/def2-TZVPD.

XYZ file:
```
27
Properties=species:S:1:pos:R:3:forces:R:3
C -2.637 -0.666 -0.663 -0.48 -0.55 -0.95
C -3.751 -0.726 0.322 0.06 0.40 0.14
N -1.241 1.011 0.644 -0.04 0.65 0.04
N -2.758 0.013 -1.731 -0.17 -0.08 0.07
H -1.823 -1.378 -0.469 0.12 0.25 -0.10
H -1.509 1.585 -0.171 0.19 -0.34 0.81
H -2.001 -0.099 -2.402 0.22 -0.14 0.26
H -0.316 0.622 0.465 0.01 0.21 -0.05
H -1.199 1.585 1.486 0.04 -0.03 -0.38
H -3.390 -0.355 1.276 -0.03 -0.06 0.18
H -4.581 -0.108 -0.013 -0.01 -0.01 -0.03
H -4.083 -1.752 0.449 -0.08 -0.21 0.01
C 2.533 0.707 0.209 -0.09 0.02 0.28
C 1.474 -0.426 -1.649 -0.03 -0.05 0.13
C 2.317 1.178 1.640 0.17 -0.06 -0.22
N 1.448 -0.170 -0.217 0.13 -0.11 -0.12
N 1.485 -1.359 0.555 0.00 -0.13 0.01
H 0.580 -1.814 0.491 0.11 0.02 0.00
H 2.204 -2.005 0.216 -0.12 0.09 -0.08
H 3.504 0.189 0.128 -0.03 0.03 -0.08
H 2.550 1.563 -0.470 0.03 -0.07 -0.02
H 2.406 -0.915 -1.973 -0.01 -0.01 0.01
H 0.632 -1.070 -1.906 0.02 -0.01 -0.05
H 1.364 0.515 -2.184 0.02 0.04 -0.06
H 1.431 1.804 1.705 -0.09 0.09 0.02
H 2.185 0.319 2.291 0.02 -0.01 0.08
H 3.178 1.752 1.975 0.04 0.07 0.08
```
Forces are in eV/Å.

energy above the lowest of the compared OMol25 structures with the same formula, charge and spin: 1.6432 eV
SMILES: [H]/N=C/C.CCN(C)N.N
LUMO energy: 0.84 eV
charge: 0
highest occupied orbital energy: -0.33213 hartree

---

# 4
Computed, not measured: C6H6 in the gas phase, with ωB97M-V/def2-TZVPD.

XYZ file:
```
12
Properties=species:S:1:pos:R:3:forces:R:3
C -3.747 0.072 0.514 3.75 0.27 -1.36
C -2.540 0.196 0.100 -3.20 -0.64 1.70
C 0.727 1.396 -0.512 1.58 2.90 -0.72
C -1.281 0.067 0.078 0.29 1.49 -0.61
C 0.047 0.326 -0.098 0.94 -1.00 0.03
C 0.833 -0.940 0.157 -1.56 -0.39 -1.95
H -4.751 0.107 0.663 -2.18 0.11 0.28
H 1.809 1.203 -0.754 -1.14 0.43 0.42
H 0.427 2.497 -0.597 -0.07 -2.01 -0.02
H 0.677 -1.544 -0.763 0.55 -0.01 0.61
H 0.198 -1.350 0.887 0.01 -1.48 1.35
H 1.845 -0.873 0.446 1.02 0.32 0.27
```
Forces are in eV/Å.

energy above the lowest of the compared OMol25 structures with the same formula, charge and spin: 6.4231 eV
LUMO energy (alpha / beta): -0.71 / -1.11 eV
charge: 0
highest occupied orbital energy (alpha / beta): -0.27538 / -0.29092 hartree

---

# 5
Computed, not measured: 2 unconnected molecules or ions with the total composition C4H13N2O, with ωB97M-V/def2-TZVPD.

XYZ file:
```
20
Properties=species:S:1:pos:R:3:forces:R:3
C -0.803 0.980 -0.189 2.55 -0.92 -2.90
C -0.209 0.884 1.173 0.52 -1.82 1.60
C 1.262 0.401 1.173 0.87 2.15 -1.20
C 1.676 -0.669 0.535 2.53 -1.47 -1.49
N 2.384 1.284 1.394 -3.77 0.96 -1.27
N -0.771 -0.483 -0.880 -2.01 1.90 -2.44
H -1.863 1.143 -0.220 -0.21 1.11 0.03
H -0.057 1.600 -0.913 -2.43 -1.05 1.64
H -0.341 1.775 1.770 -0.09 0.36 -0.08
H -0.817 0.092 1.664 0.36 0.47 0.24
H 2.787 -0.639 0.139 -2.42 -0.56 1.14
H 1.078 -1.523 0.282 0.22 -0.38 0.21
H 3.039 0.864 1.950 2.01 -0.96 1.65
H 2.121 2.197 1.693 0.12 0.58 0.45
H -0.420 -1.207 -0.312 0.86 -0.62 0.87
H -1.791 -0.913 -1.242 2.33 1.41 0.35
H -0.150 -0.343 -1.731 -0.96 -0.79 1.43
H -3.468 -1.742 -2.597 -0.60 0.25 0.24
H -2.034 -2.243 -2.967 -2.04 1.74 3.32
O -2.616 -1.781 -2.157 2.18 -2.34 -3.78
```
Forces are in eV/Å.

energy above the lowest of the compared OMol25 structures with the same formula, charge and spin: 3.7336 eV
LUMO energy: -3.41 eV
charge: +1
highest occupied orbital energy: -0.44341 hartree

---

# 6
Computed, not measured: a molecular structure, C33H49ClMnO2P4, with ωB97M-V/def2-TZVPD.

XYZ file:
```
90
Properties=species:S:1:pos:R:3:forces:R:3
P 1.452 2.015 -2.079 0.84 -0.05 -2.51
C 2.983 3.000 -2.052 0.28 0.49 0.80
C 3.977 2.788 -3.025 -0.41 -0.25 0.21
H 3.869 1.960 -3.719 0.20 0.08 0.11
C 5.064 3.652 -3.132 -0.13 -0.06 0.07
H 5.811 3.461 -3.895 -0.07 0.04 0.10
C 5.186 4.743 -2.279 -0.51 -0.04 0.29
H 6.043 5.411 -2.362 -0.25 -0.16 0.05
C 4.182 4.989 -1.328 -0.05 -0.22 -0.11
H 4.258 5.864 -0.682 -0.07 -0.28 -0.15
C 3.082 4.128 -1.215 0.15 0.04 -0.05
H 2.282 4.352 -0.498 0.40 -0.03 -0.21
C 1.853 0.645 -3.147 -0.10 -0.13 -0.30
C 2.611 -0.396 -2.604 0.11 -0.41 -0.29
H 2.877 -0.391 -1.538 -0.10 -0.06 -0.47
C 3.054 -1.420 -3.447 -0.25 0.35 -0.01
H 3.654 -2.230 -3.033 -0.14 0.15 -0.21
C 2.733 -1.377 -4.812 0.12 -0.02 0.24
H 3.073 -2.173 -5.469 -0.03 0.13 0.11
C 2.003 -0.315 -5.345 -0.11 0.14 0.10
H 1.769 -0.255 -6.403 0.12 -0.19 0.09
C 1.558 0.710 -4.517 0.23 -0.28 0.50
H 1.014 1.571 -4.901 0.07 -0.30 -0.09
C 0.339 3.065 -3.032 -0.63 0.17 0.13
C 0.842 4.087 -3.867 0.00 -0.40 0.36
H 1.904 4.335 -3.833 -0.36 0.04 -0.04
C -0.008 4.743 -4.753 0.02 -0.13 0.17
H 0.404 5.522 -5.391 -0.17 -0.14 0.11
C -1.357 4.393 -4.820 0.17 -0.34 0.29
H -2.012 4.908 -5.518 0.07 -0.14 0.15
C -1.854 3.369 -4.000 0.13 0.11 -0.02
H -2.897 3.076 -4.075 0.12 0.09 0.05
C -1.016 2.714 -3.096 0.02 0.19 -0.30
H -1.408 1.916 -2.455 0.03 0.41 -0.21
Mn -0.855 -0.853 3.392 -0.45 0.24 0.10
C -1.444 -2.045 1.879 -0.17 0.10 0.60
C -1.343 -2.087 0.535 0.13 0.38 0.75
H -2.054 -2.864 2.332 0.45 0.56 -0.25
C -0.547 -1.061 -0.402 -0.24 -0.82 -0.48
O -1.577 -0.683 -1.326 0.33 -0.29 -0.35
H -1.259 0.009 -1.915 0.11 -0.15 -0.18
C 0.211 0.214 -0.111 0.05 0.16 0.17
H 0.270 -1.730 -0.796 -0.54 0.54 -0.51
C 0.849 1.288 -0.578 -0.37 0.27 2.15
Cl 0.329 1.080 3.901 -0.09 -0.14 -0.31
P -2.809 0.620 3.086 1.00 -1.14 0.54
P 1.368 -1.930 3.482 -1.16 0.29 0.47
C -3.112 1.512 4.643 -0.14 0.14 -0.22
H -2.288 2.219 4.805 -0.21 -0.18 -0.01
H -3.145 0.804 5.481 -0.02 0.21 -0.30
H -4.063 2.054 4.568 0.18 -0.06 0.17
C -2.873 1.858 1.762 -0.06 0.15 -0.02
H -2.773 1.360 0.787 -0.06 0.11 0.23
H -2.040 2.562 1.893 -0.24 -0.16 -0.02
H -3.830 2.398 1.809 0.29 -0.07 -0.11
C -4.244 -0.465 2.841 -0.28 0.20 -0.03
H -4.198 -1.276 3.581 -0.01 0.29 -0.18
H -4.194 -0.901 1.832 -0.05 0.15 0.25
H -5.172 0.111 2.955 0.09 -0.29 -0.08
C 1.733 -2.111 5.260 0.28 -0.06 -0.12
H 0.955 -2.725 5.734 0.28 0.16 -0.17
H 1.733 -1.113 5.721 0.02 -0.29 -0.13
H 2.717 -2.581 5.388 -0.24 0.09 0.13
C 1.339 -3.619 2.816 0.31 -0.18 -0.04
H 1.191 -3.570 1.728 0.08 -0.04 0.25
H 0.490 -4.158 3.256 0.25 0.13 -0.06
H 2.277 -4.145 3.041 -0.26 0.00 -0.11
C 2.828 -1.116 2.762 0.08 -0.04 -0.05
H 2.926 -0.107 3.184 -0.08 -0.28 -0.09
H 2.698 -1.029 1.674 0.06 -0.02 0.25
H 3.735 -1.698 2.979 -0.24 0.16 -0.09
P -2.291 -3.468 -0.258 0.71 1.07 0.08
C -2.873 -4.769 0.863 0.11 -0.03 0.42
C -1.212 -4.263 -1.453 -0.20 -0.22 -0.27
H -3.581 -4.370 1.607 0.30 -0.08 -0.27
H -2.036 -5.259 1.385 -0.26 0.27 -0.18
H -3.404 -5.541 0.277 0.26 0.46 0.03
H -0.806 -3.515 -2.142 -0.06 -0.14 0.07
H -1.789 -5.004 -2.021 0.20 0.16 0.04
H -0.396 -4.779 -0.933 -0.16 0.18 -0.07
C -3.760 -2.814 -1.063 -0.10 -0.14 -0.35
H -4.507 -2.531 -0.310 0.24 -0.04 -0.12
H -4.187 -3.589 -1.713 0.03 0.20 0.14
H -3.475 -1.938 -1.655 -0.15 -0.26 0.15
H 1.167 2.034 0.187 -0.33 -0.59 0.21
C -1.586 -1.436 5.973 0.14 0.10 0.08
O -1.833 -1.793 4.637 0.59 0.19 -1.62
H -2.548 -1.177 6.446 0.39 -0.03 0.10
H -0.893 -0.569 6.030 -0.30 -0.33 0.24
H -1.141 -2.304 6.480 -0.11 0.36 0.19
```
Forces are in eV/Å.

2S+1: 4
<S²>: 3.82
LUMO energy (alpha / beta): -5.24 / -6.23 eV
charge: +2
highest occupied orbital energy (alpha / beta): -0.46223 / -0.46586 hartree

---

# 7
Computed, not measured: a molecular structure, C3H9N2O, with ωB97M-V/def2-TZVPD.

XYZ file:
```
15
Properties=species:S:1:pos:R:3:forces:R:3
C 2.231 -0.986 0.086 0.14 -0.81 -0.72
C -2.352 0.690 -0.046 -4.22 -3.16 -1.77
C 0.307 0.459 -0.507 1.32 -0.45 0.83
N 1.299 0.124 0.282 0.75 -2.11 -3.12
N -1.236 -0.082 0.344 -0.30 -0.92 1.07
O -1.291 -0.926 1.224 0.51 -0.05 -0.38
H 1.897 -1.465 -0.909 0.89 0.26 1.81
H 3.301 -0.593 -0.002 -1.51 -0.47 0.05
H 2.183 -1.670 1.003 -0.02 0.69 -1.54
H -2.050 1.588 -0.432 0.62 2.49 -0.48
H -3.168 0.708 0.743 1.32 0.24 -0.83
H -2.853 0.130 -1.009 0.97 1.17 2.20
H -0.005 1.460 -0.405 -0.43 1.07 -0.16
H 0.305 -0.005 -1.473 -0.36 -0.28 -0.34
H 1.432 0.568 1.100 0.32 2.33 3.39
```
Forces are in eV/Å.

2S+1: 3
energy above the lowest of the compared OMol25 structures with the same formula, charge and spin: 1.6127 eV
<S²>: 2.02
LUMO energy (alpha / beta): -3.17 / -7.42 eV
charge: +1
highest occupied orbital energy (alpha / beta): -0.49555 / -0.57198 hartree

---

# 8
Computed, not measured: a gas-phase ion, C6H13N2 (charge +1), with ωB97M-V/def2-TZVPD.

XYZ file:
```
21
Properties=species:S:1:pos:R:3:forces:R:3
C -0.541 1.978 -0.643 -0.07 -0.70 0.57
C -0.544 0.566 -0.335 -1.77 0.15 0.53
C -1.788 -0.337 0.335 2.91 2.21 -2.05
C -3.134 -0.180 -0.214 0.72 -2.83 -0.21
C 3.201 -0.394 0.243 1.29 2.06 -0.16
C 1.877 -0.057 -0.476 1.09 -2.43 -2.00
N -1.295 -0.986 1.254 -1.74 -2.48 3.41
N 0.722 0.210 0.419 0.07 -3.96 -2.52
H -1.538 2.283 -0.960 -0.29 0.00 -0.33
H -0.700 0.279 -1.422 1.09 -0.15 0.42
H -3.620 -1.071 0.192 -0.64 0.20 -0.41
H -3.235 -0.126 -1.295 0.18 0.11 0.09
H -3.481 0.638 0.280 -1.66 2.58 0.99
H 3.130 -1.382 0.622 0.26 -0.81 0.74
H 4.053 -0.361 -0.495 -1.15 -0.32 0.37
H 3.633 0.364 1.017 -1.45 -1.25 -0.99
H 1.624 -0.972 -1.204 0.25 1.89 1.80
H 2.034 0.764 -1.140 -0.26 0.83 -0.21
H -2.009 -1.530 1.864 1.41 0.82 -1.48
H 1.004 0.972 0.926 0.41 2.59 2.04
H 0.605 -0.658 1.034 -0.63 1.48 -0.60
```
Forces are in eV/Å.

energy above the lowest of the compared OMol25 structures with the same formula, charge and spin: 5.5526 eV
LUMO energy: -4.80 eV
charge: +1
highest occupied orbital energy: -0.49378 hartree

---

no.,calculated total energy (hartree)
1,-421.91352
2,-1973.31509
3,-420.25802
4,-231.99028
5,-344.62964
6,-4413.33073
7,-304.01107
8,-345.49196